Below is a 5-piece molecular cluster, C29H65N7O5 overall, with properties calculated with ωB97M-V with the def2-TZVPD basis set.

The energy above the lowest of the compared OMol25 structures with the same formula, charge and spin comes out at 89.1 kcal/mol. The value obtained for the largest force on an atom is 7.82 eV/A. The SMILES is CC1(C)CCCC(C)(C)N1O.CC1(C)CCCC(C)(C)N1O.CC1(C)CCCC(C)(C)N1O.NC(N)=O.NC(N)=O. The LUMO energy comes out at 0.4 eV. The value obtained for the frontier orbital gap is 8.00 eV.

Geometry as ORCA input:
```
! wB97M-V def2-TZVPD RIJCOSX def2/J DEFGRID3
* xyz 0 1
C 6.17 -3.47 -3.43
C 4.81 -2.80 -3.26
C 3.96 -2.90 -4.54
C 3.36 -4.21 -4.93
C 2.52 -4.71 -3.69
C 3.30 -4.70 -2.32
N 4.00 -3.34 -2.15
O 4.74 -3.33 -0.98
C 2.21 -4.62 -1.20
C 4.22 -5.93 -2.14
C 5.01 -1.29 -2.94
H 6.75 -3.36 -2.52
H 6.84 -2.97 -4.13
H 6.01 -4.51 -3.71
H 3.09 -2.25 -4.47
H 4.65 -2.56 -5.32
H 4.18 -4.88 -5.20
H 2.72 -4.24 -5.81
H 2.18 -5.72 -3.92
H 1.72 -3.97 -3.59
H 1.45 -3.84 -1.27
H 1.58 -5.47 -0.94
H 2.71 -4.35 -0.27
H 4.65 -6.23 -3.10
H 4.96 -5.83 -1.35
H 3.66 -6.87 -2.16
H 4.19 -0.66 -3.27
H 5.80 -0.91 -3.58
H 5.26 -1.18 -1.89
H 4.05 -2.86 -0.50
C -5.01 -2.50 -5.56
C -4.71 -1.07 -6.11
C -3.31 -0.99 -6.83
C -3.30 -1.67 -8.27
C -4.34 -1.06 -9.12
C -5.77 -1.09 -8.54
N -5.77 -0.65 -7.12
O -7.00 -0.77 -6.54
C -6.71 -0.20 -9.45
C -6.29 -2.56 -8.73
C -4.70 0.01 -4.95
H -6.08 -2.59 -5.35
H -4.45 -2.82 -4.68
H -4.82 -3.17 -6.40
H -3.01 0.05 -6.79
H -2.64 -1.62 -6.24
H -3.37 -2.75 -8.20
H -2.31 -1.49 -8.70
H -4.36 -1.52 -10.11
H -4.08 -0.01 -9.25
H -6.38 0.83 -9.34
H -6.75 -0.37 -10.53
H -7.72 -0.16 -9.05
H -5.67 -3.34 -8.30
H -7.31 -2.65 -8.38
H -6.33 -2.91 -9.76
H -4.31 -0.30 -3.98
H -5.74 0.26 -4.77
H -4.18 0.91 -5.27
H -7.21 0.17 -6.57
C -0.78 3.90 8.90
C 0.09 3.08 9.92
C -0.51 1.70 10.25
C 0.46 0.82 10.91
C 1.70 0.54 10.04
C 2.45 1.88 9.62
N 1.45 2.92 9.31
O 1.90 3.98 8.57
C 3.40 2.17 10.76
C 3.33 1.56 8.37
C 0.27 3.95 11.24
H -1.75 3.78 9.37
H -0.89 3.61 7.86
H -0.49 4.95 8.84
H -1.30 1.79 11.00
H -0.88 1.30 9.30
H -0.08 -0.10 11.15
H 0.75 1.27 11.86
H 1.53 -0.08 9.17
H 2.38 -0.12 10.57
H 4.25 1.50 10.80
H 3.70 3.21 10.63
H 2.87 2.04 11.71
H 2.94 0.95 7.56
H 3.74 2.48 7.93
H 4.17 1.01 8.78
H 0.58 4.98 11.02
H 1.03 3.51 11.88
H -0.67 4.02 11.78
H 1.76 3.69 7.66
C 0.29 1.19 1.64
O 0.93 0.27 2.11
N 0.22 1.41 0.33
N -0.40 2.02 2.30
H -0.51 2.07 0.12
H 0.82 0.85 -0.27
H -0.38 1.87 3.30
H -0.88 2.69 1.72
C -0.90 8.01 0.32
O -1.57 6.99 0.03
N -0.89 8.60 1.45
N 0.12 8.47 -0.32
H -0.21 9.34 1.53
H -1.61 8.32 2.09
H 0.29 9.46 -0.36
H 0.18 8.15 -1.27
*
```